[1]
{"formula": "C2H6ClO2P", "method": "ωB97M-V/def2-TZVPD", "species": ["C", "C", "O", "O", "P", "Cl", "H", "H", "H", "H", "H", "H"], "positions_angstrom": [[-0.816, -0.093, -0.474], [0.636, -0.327, -0.182], [0.799, -1.711, 0.290], [0.891, 0.465, 0.895], [2.298, 1.250, 1.320], [3.003, -0.194, 2.577], [-1.316, 0.145, 0.413], [-0.963, 0.656, -1.163], [-1.243, -0.996, -0.871], [1.242, -0.079, -0.956], [1.513, -1.722, 0.954], [1.752, 2.152, 2.433]], "fmax_ev_per_a": 4.25, "total_energy_ev": -28077.4510, "e_lumo_ev": 0.7, "relative_energy_ev": 1.842}

***

[2]
{"formula": "C21H22FN3O4", "method": "ωB97M-V/def2-TZVPD", "species": ["C", "H", "O", "C", "C", "N", "C", "O", "N", "C", "O", "C", "H", "C", "H", "H", "C", "O", "N", "C", "C", "C", "C", "C", "C", "H", "H", "F", "H", "H", "H", "C", "C", "C", "C", "C", "C", "H", "H", "H", "C", "H", "H", "H", "H", "H", "H", "H", "H", "H", "H"], "positions_angstrom": [[-5.819, -1.123, -0.065], [-6.133, -1.411, 0.812], [-5.038, 0.188, 0.020], [-4.547, 0.598, -1.142], [-3.199, -0.144, -1.580], [-2.275, 0.420, -0.456], [-1.146, 0.927, -0.758], [-0.753, 1.325, -2.177], [-0.343, 1.348, 0.141], [-0.922, 0.927, 1.358], [-0.630, 1.261, 2.527], [-2.373, 0.426, 0.816], [-3.121, 0.646, 1.238], [-2.246, -1.065, 1.389], [-2.188, -1.212, 2.310], [-3.272, -1.654, 1.172], [-1.061, -2.003, 0.710], [-1.267, -2.495, -0.304], [0.190, -1.528, 1.236], [1.354, -1.728, 0.912], [2.370, -1.184, 1.427], [3.598, -1.146, 1.216], [3.967, -1.791, -0.069], [2.902, -2.454, -0.684], [1.662, -2.271, -0.636], [0.948, -2.873, -0.965], [3.211, -3.197, -1.781], [5.281, -1.803, -0.613], [4.443, -0.815, 1.718], [2.227, -0.688, 2.503], [0.060, -1.024, 2.130], [1.028, 1.734, 0.075], [1.938, 1.302, -0.759], [3.218, 1.514, -0.833], [3.680, 2.443, 0.172], [2.909, 3.201, 1.183], [1.560, 2.640, 0.996], [0.869, 3.033, 2.195], [3.228, 3.719, 1.914], [4.637, 2.932, 0.253], [4.238, 1.051, -1.715], [4.375, 2.025, -2.253], [4.930, 0.603, -1.404], [3.599, 0.272, -2.489], [1.417, 0.645, -1.597], [-3.103, -1.125, -1.412], [-2.817, 0.238, -2.379], [-5.130, 0.336, -1.942], [-4.470, 1.795, -1.037], [-5.329, -1.851, -0.447], [-6.656, -0.962, -0.926]], "fmax_ev_per_a": 16.28, "total_energy_ev": -37492.3718, "e_lumo_ev": 0.2, "relative_energy_ev": 21.505}